No. 1
A structure of composition C39H45N4S4SeSi2W, computed with wB97M-V/def2-TZVPD.

```
96
C39H45N4S4SeSi2W, DFT wB97M-V/def2-TZVPD
W -0.030 -0.350 1.150
S -2.334 -0.750 0.030
C -3.091 0.595 -0.777
C -4.308 0.405 -1.424
C -4.951 1.514 -1.959
C -4.392 2.781 -1.832
C -3.185 2.967 -1.164
C -2.537 1.854 -0.653
S -1.002 2.030 0.200
C 0.012 2.444 -1.212
C 1.000 1.406 -1.607
C 1.669 1.662 -2.789
C 2.697 0.836 -3.193
C 3.016 -0.215 -2.365
C 2.301 -0.416 -1.201
C 2.755 -1.531 -0.346
S 1.620 -1.986 0.929
C -1.097 -2.231 1.649
C -0.848 -3.583 1.460
C -1.691 -4.520 2.059
C -2.776 -4.132 2.839
C -3.071 -2.781 2.995
C -2.215 -1.885 2.395
S -2.495 -0.157 2.192
N 1.269 0.356 -0.811
H -4.741 -0.589 -1.501
H -5.907 1.391 -2.458
H -4.905 3.641 -2.245
H -2.770 3.963 -1.037
H 0.536 3.369 -0.971
H -0.665 2.654 -2.030
H 1.388 2.534 -3.373
H 3.246 1.025 -4.109
H 3.831 -0.890 -2.602
H 3.700 -1.273 0.139
H 2.925 -2.426 -0.940
H -0.020 -3.932 0.860
H -1.488 -5.574 1.908
H -3.410 -4.880 3.300
H -3.938 -2.447 3.556
C 3.353 2.048 0.526
Si 2.943 1.383 2.227
C 3.710 2.642 3.362
C 3.844 -0.189 2.667
C 0.974 1.150 2.490
C 0.899 0.235 3.661
C 1.360 0.358 4.967
C 1.239 -0.723 5.818
C 0.674 -1.911 5.353
C 0.231 -1.976 4.062
N 0.336 -0.905 3.247
Si 0.232 2.920 3.049
C 0.773 4.249 1.857
C -1.616 2.859 3.300
C 0.739 3.507 4.745
H 3.842 1.308 -0.121
H 4.078 2.861 0.676
H 2.500 2.475 -0.006
H 4.764 2.673 3.049
H 3.700 2.364 4.418
H 3.313 3.653 3.255
H 4.749 -0.286 2.048
H 3.279 -1.119 2.593
H 4.183 -0.102 3.706
H 1.820 1.280 5.292
H 1.594 -0.652 6.841
H 0.584 -2.781 5.990
H -0.206 -2.878 3.666
H 0.261 4.257 0.892
H 1.854 4.225 1.675
H 0.551 5.213 2.336
H -2.245 2.712 2.421
H -1.904 3.830 3.731
H -1.870 2.099 4.047
H 1.803 3.600 4.935
H 0.288 2.918 5.550
H 0.311 4.517 4.818
C -0.272 -4.453 -4.080
N -0.755 -3.125 -4.476
C -0.990 -2.094 -3.666
Se -0.745 -2.064 -1.800
N -1.424 -1.075 -4.420
C -1.484 -1.454 -5.771
C -1.872 -0.778 -6.919
C -1.784 -1.482 -8.105
C -1.326 -2.807 -8.141
C -0.947 -3.473 -6.992
C -1.043 -2.760 -5.805
H -0.324 -4.545 -3.002
H 0.753 -4.594 -4.415
H -0.905 -5.211 -4.535
H -1.739 -0.201 -4.040
H -2.232 0.245 -6.892
H -2.075 -1.002 -9.030
H -1.271 -3.321 -9.093
H -0.599 -4.500 -7.023
```

Summary:
LUMO ... -9.51 eV
E_tot ... -173380.2171 eV
Largest force on an atom ... 1.25 eV Å⁻¹
Charge ... +3
Frontier orbital gap ... 5.62 eV
HOMO ... -0.556 Eh

Mulliken atomic charge list, values in e, 6 entries:
1 W 1.058
2 S 0.184
3 C 1.108
4 C -0.879
5 C -0.794
6 C -0.810


No. 2
An isolated molecule of C4H5N3, computed with wB97M-V/def2-TZVPD.

```
12
C4H5N3, DFT wB97M-V/def2-TZVPD
N -0.806 -1.827 2.104
C -0.812 -0.964 1.321
C -1.079 0.116 0.414
C -0.190 1.233 0.025
N 1.065 1.096 -0.622
C 1.283 -0.143 -0.997
N 0.518 -1.181 -0.689
H -2.140 0.434 0.493
H -0.795 2.040 -0.409
H -0.020 1.547 1.079
H 2.224 -0.295 -1.544
H 0.753 -2.055 -1.174
```

Summary:
LUMO (spin up / spin down) ... -1.26 / -2.05 eV
E_tot ... -8694.8357 eV
Largest force on an atom ... 1.37 eV Å⁻¹
Charge ... 0
Frontier orbital gap (spin up / spin down) ... 8.38 / 6.77 eV
Energy above the lowest of the compared OMol25 structures with the same formula, charge and spin ... 480.2 kJ/mol
HOMO (spin up / spin down) ... -0.354 / -0.324 Eh

Mulliken atomic charge list, values in e, 6 entries:
1 N -0.420
2 C 0.402
3 C -0.275
4 C -0.307
5 N -0.552
6 C 0.111


No. 3
The ion CH2ClO3S with charge -1, computed with wB97M-V/def2-TZVPD.

```
8
CH2ClO3S, DFT wB97M-V/def2-TZVPD
C 0.113 -0.465 0.077
O -1.446 1.272 -1.059
O -0.720 1.759 1.331
O 0.920 -0.838 -0.963
S -0.261 1.455 -0.103
Cl 0.893 -0.556 1.638
H -0.818 -0.878 -0.045
H 1.320 -1.748 -0.877
```

Summary:
LUMO ... 3.51 eV
E_tot ... -30569.9067 eV
Largest force on an atom ... 3.35 eV Å⁻¹
Charge ... -1
Frontier orbital gap ... 6.95 eV
Energy above the lowest of the compared OMol25 structures with the same formula, charge and spin ... 105.4 kJ/mol
HOMO ... -0.126 Eh

Mulliken atomic charge list, values in e, 6 entries:
1 C -0.093
2 O -0.664
3 O -0.643
4 O -0.485
5 S 0.477
6 Cl -0.220